1.
27
Properties=species:S:1:pos:R:3:forces:R:3:mulliken_charge:R:1 method="wB97M-V/def2-TZVPD" e_tot_ha=-465.81198 orbital_gap_ev=9.2012 largest_force_ev_per_a=4.678 e_above_lowest_kj_mol=225.3 smiles=Cc1ccc(O)cc1.CCC
C 2.2142 2.1134 0.2454 -1.6 1.1 1.0 -1.312
C 1.0694 1.5538 -0.5838 2.9 0.0 -0.8 0.852
C 1.3725 1.1902 -1.9116 -4.5 -0.8 -0.8 -0.496
C 0.3336 0.7448 -2.8079 0.1 -0.1 1.3 -0.657
C -0.9754 0.6925 -2.2494 1.2 0.5 0.6 0.623
O -1.9304 0.3956 -3.1363 -0.2 -0.3 -1.7 -0.529
C -1.2314 1.0018 -0.9076 0.2 -1.1 0.7 -0.544
C -0.1550 1.3684 -0.0491 -2.9 0.2 -1.2 -0.560
H 1.8678 3.1212 0.6378 0.5 -1.2 0.0 0.283
H 3.0650 2.3425 -0.3467 0.8 -0.1 -0.6 0.384
H 2.4928 1.4557 1.0816 -0.1 0.3 -0.2 0.256
H 2.3043 1.2899 -2.3165 2.5 0.3 -0.6 0.433
H 0.4226 0.3373 -3.8783 0.3 1.0 1.8 0.298
H -2.7617 0.0569 -2.8357 -0.5 -0.1 0.9 0.308
H -2.2175 0.7051 -0.4570 0.9 0.8 -0.6 0.219
H -0.4101 1.6522 0.9644 0.3 -0.1 0.1 0.479
C -1.5802 -2.0389 1.0970 -0.6 0.5 -0.6 -0.650
C -0.2839 -2.4585 1.8040 -0.9 0.0 0.9 -0.333
C 0.4225 -1.1217 2.1974 0.5 -0.2 -1.7 -1.126
H -1.3499 -2.0892 -0.0192 -0.8 0.5 1.3 0.110
H -2.3955 -2.7700 1.3524 0.5 0.9 -0.5 0.410
H -1.8897 -0.9394 1.4239 0.5 -2.4 -0.8 0.096
H 0.3554 -3.0287 1.1396 0.1 0.0 -0.3 0.284
H -0.5948 -3.2614 2.6135 1.1 2.1 -0.8 0.235
H 0.4915 -0.2904 1.3399 -0.3 -2.4 1.8 0.053
H 1.4006 -1.3281 2.5624 1.2 -0.1 0.0 0.456
H -0.0365 -0.6949 3.0396 -1.1 0.8 1.0 0.425

2.
27
Properties=species:S:1:pos:R:3:forces:R:3:mulliken_charge:R:1 method="wB97M-V/def2-TZVPD" e_tot_ha=-465.84703 orbital_gap_ev=9.9004 largest_force_ev_per_a=2.756 e_above_lowest_kj_mol=133.3 smiles=Cc1ccccc1.CC(C)O
C 0.4996 -1.9080 -1.6523 0.1 0.1 2.8 -1.210
C -0.6160 -1.6610 -0.6063 2.1 -1.0 -0.9 0.766
C -0.4342 -2.2014 0.6763 -2.3 0.5 -0.4 -0.553
C -1.4779 -1.9981 1.5892 1.9 0.1 0.3 -0.426
C -2.5288 -1.1617 1.2844 -0.9 0.3 -0.2 -0.580
C -2.6979 -0.6782 -0.0040 0.8 0.4 -0.6 -0.387
C -1.7010 -0.8963 -0.9691 -1.0 -0.7 1.1 -0.387
H 0.9481 -0.9316 -1.8283 -0.1 -0.2 -1.1 0.237
H 0.2079 -2.5814 -2.4418 -0.1 0.4 -0.6 0.378
H 1.2639 -2.4255 -1.0569 0.1 -0.1 -0.5 0.338
H 0.3776 -2.8370 0.9937 0.3 0.1 -0.4 0.330
H -1.2337 -2.4101 2.5599 -0.8 0.1 0.3 0.326
H -3.2787 -0.8215 1.9883 0.1 -0.5 0.3 0.369
H -3.5616 -0.0640 -0.2242 0.0 0.0 -0.1 0.378
H -1.7780 -0.6351 -2.0080 -0.2 0.5 -0.2 0.409
C 2.1291 1.5150 1.1140 0.9 -1.2 0.6 -1.459
C 1.1782 1.4963 -0.0308 -1.0 1.4 -2.0 1.544
C 0.3345 2.7873 -0.1878 -0.2 -0.6 -0.1 -1.416
O 1.7994 1.2579 -1.3265 0.3 0.0 0.8 -0.550
H 1.5983 1.3591 2.0560 0.0 0.3 0.0 0.367
H 2.8237 2.3524 1.1997 -0.5 0.5 -0.2 0.359
H 2.8222 0.6709 1.0386 -0.2 -0.3 -0.1 0.401
H 0.4475 0.6943 -0.0467 0.1 -0.3 0.9 -0.587
H -0.2510 3.0145 0.7035 0.0 -0.1 0.1 0.351
H 0.8886 3.6785 -0.4703 0.5 0.0 0.1 0.342
H -0.3529 2.5902 -1.0152 -0.1 0.1 0.1 0.361
H 2.5931 1.7944 -1.3355 0.3 0.1 -0.3 0.299

3.
27
Properties=species:S:1:pos:R:3:forces:R:3:mulliken_charge:R:1 method="wB97M-V/def2-TZVPD" e_tot_ha=-465.84997 orbital_gap_ev=9.3718 largest_force_ev_per_a=2.003 e_above_lowest_kj_mol=125.6 smiles=Cc1ccc(O)cc1.CCC
C -3.7019 -0.2946 1.6149 -0.4 1.5 -1.3 -1.261
C -2.7007 0.3676 0.6667 0.0 -1.2 0.5 0.533
C -1.9986 1.4770 1.0826 0.9 0.6 0.1 -0.381
C -0.9065 1.9824 0.3561 -0.2 -1.1 0.4 -0.518
C -0.5306 1.2873 -0.7752 0.1 0.5 -0.8 0.319
O 0.6206 1.5864 -1.4716 0.1 0.5 -0.2 -0.513
C -1.3047 0.2533 -1.2894 -0.2 -0.5 0.2 -0.420
C -2.3732 -0.2362 -0.5570 0.2 0.7 0.4 -0.479
H -4.2772 0.5389 2.0086 -0.3 -0.1 0.5 0.368
H -3.2942 -0.8637 2.4414 0.2 -0.2 -0.1 0.274
H -4.4031 -0.8444 0.9909 0.0 -0.5 0.3 0.341
H -2.1991 1.9206 2.0534 -0.2 0.0 -0.1 0.336
H -0.2164 2.7031 0.7749 -0.3 0.3 0.0 0.343
H 0.8372 2.5323 -1.4345 -0.2 -0.4 0.2 0.288
H -1.0401 -0.2236 -2.2210 0.2 0.1 -0.1 0.437
H -2.9568 -1.0700 -0.9246 0.1 -0.1 0.0 0.331
C 2.2587 -1.2094 -1.4807 0.3 0.3 0.4 -0.992
C 2.2193 -0.9994 0.0679 0.0 -0.8 -0.9 0.306
C 3.6307 -0.8463 0.6311 0.8 0.3 0.3 -1.162
H 1.7696 -2.1115 -1.8496 -0.5 0.3 0.2 0.260
H 1.8634 -0.2844 -1.8935 -0.1 -0.4 -0.6 0.110
H 3.2793 -1.3365 -1.8474 0.1 0.2 0.2 0.413
H 1.6593 -1.8278 0.5078 0.3 -0.1 0.2 0.307
H 1.5977 -0.1290 0.2671 0.2 0.1 0.1 -0.124
H 3.8861 -1.5020 1.4675 -0.3 0.1 0.1 0.279
H 3.8661 0.1845 0.9170 -0.3 -0.1 0.3 0.313
H 4.4151 -1.0545 -0.1035 -0.3 -0.2 -0.2 0.290